Record 1
Formula: C2Cl6OS2
Source: the OMol25 dataset
Level of theory: ωB97M-V/def2-TZVPD

Computed properties:
Lowest unoccupied orbital energy (spin up / spin down) (eV): -1.10 / -1.36
Total charge: 0

Each line ends with the Löwdin charge.
CARTESIAN COORDINATES (ANGSTROEM)
C1 1.0687 0.8332 1.7145  -1.96
C2 -1.8647 -0.5780 -1.5888  -1.71
O1 1.2223 0.0725 -1.1881  -0.72
S1 0.3739 -0.8436 1.4650  0.46
S2 0.7462 -1.1688 -0.6013  0.57
Cl1 0.9841 1.1426 3.4555  0.54
Cl2 2.7644 0.9262 1.1966  0.55
Cl3 0.1114 2.0485 0.8542  0.54
Cl4 -2.3302 -1.6951 -2.7997  0.57
Cl5 -1.3036 0.9425 -2.1359  0.60
Cl6 -2.8524 -0.5565 -0.1794  0.55



Record 2
Formula: C68H58GeNO2P3Ti
Source: the OMol25 dataset
Level of theory: ωB97M-V/def2-TZVPD

Computed properties:
Spin multiplicity: 2
Lowest unoccupied orbital energy (spin up / spin down) (eV): -2.82 / -2.60
Total charge: +1

Each line ends with the Löwdin charge.
CARTESIAN COORDINATES (ANGSTROEM)
Ti1 0.2181 0.1619 0.3703  0.42
C1 1.8561 3.6187 -0.3916  -0.27
N1 3.0071 3.0100 0.2269  -0.17
C2 3.5360 1.9163 -0.5351  -0.28
P1 2.8437 0.2329 -0.1243  1.04
C3 3.8860 -0.3655 1.2302  -0.38
C4 5.2738 -0.4563 1.0629  -0.12
C5 6.0802 -0.8648 2.1081  -0.06
C6 5.5096 -1.1876 3.3357  -0.05
C7 4.1388 -1.1063 3.5080  -0.05
C8 3.3277 -0.6986 2.4572  -0.11
C9 3.3122 -0.6877 -1.6146  -0.37
C10 2.8460 -0.2026 -2.8366  -0.11
C11 3.1916 -0.8356 -4.0171  -0.07
C12 3.9943 -1.9673 -3.9862  -0.07
C13 4.4407 -2.4673 -2.7734  -0.06
C14 4.1058 -1.8296 -1.5885  -0.09
C15 3.8321 3.7032 1.1359  -0.22
C16 3.5474 5.0060 1.5611  -0.04
C17 4.4105 5.6775 2.4114  -0.08
C18 5.5776 5.0865 2.8644  -0.09
C19 5.8540 3.7898 2.4643  -0.08
C20 4.9925 3.1000 1.6268  -0.03
P2 0.2390 2.7105 -0.1487  1.05
C21 -0.4344 2.7821 -1.8350  -0.37
C22 -0.6478 3.9958 -2.4886  -0.08
C23 -1.0396 4.0184 -3.8158  -0.06
C24 -1.2183 2.8301 -4.5113  -0.06
C25 -1.0126 1.6157 -3.8730  -0.06
C26 -0.6270 1.5988 -2.5410  -0.11
C27 -0.7343 3.8450 0.8601  -0.37
C28 -2.0766 4.0975 0.5976  -0.09
C29 -2.7890 4.9478 1.4308  -0.06
C30 -2.1661 5.5458 2.5164  -0.07
C31 -0.8294 5.2830 2.7864  -0.06
C32 -0.1155 4.4274 1.9658  -0.10
H1 2.0053 3.6721 -1.4773  0.10
H2 1.7031 4.6356 -0.0461  0.08
H3 4.6211 1.8462 -0.4356  0.10
H4 3.3369 2.0717 -1.6040  0.09
H5 5.7300 -0.2187 0.1086  0.12
H6 7.1506 -0.9300 1.9696  0.11
H7 6.1400 -1.5023 4.1557  0.11
H8 3.6851 -1.3671 4.4532  0.10
H9 2.2523 -0.6374 2.6148  0.06
H10 2.2040 0.6737 -2.8779  0.09
H11 2.8284 -0.4486 -4.9594  0.11
H12 4.2664 -2.4614 -4.9081  0.11
H13 5.0554 -3.3563 -2.7448  0.11
H14 4.4648 -2.2286 -0.6487  0.10
H15 2.6672 5.5314 1.2308  0.09
H16 4.1627 6.6872 2.7102  0.11
H17 6.2485 5.6194 3.5215  0.10
H18 6.7480 3.2915 2.8149  0.11
H19 5.2401 2.0795 1.3771  0.08
H20 -0.5172 4.9302 -1.9558  0.12
H21 -1.2071 4.9647 -4.3110  0.11
H22 -1.5279 2.8527 -5.5468  0.11
H23 -1.1673 0.6854 -4.4024  0.11
H24 -0.5224 0.6325 -2.0437  0.06
H25 -2.5725 3.6276 -0.2422  0.12
H26 -3.8335 5.1407 1.2286  0.11
H27 -2.7267 6.2091 3.1600  0.11
H28 -0.3458 5.7271 3.6457  0.11
H29 0.9154 4.1988 2.2118  0.09
O1 -3.6534 0.2807 -0.6148  0.13
C33 -2.7605 -0.4605 -0.2970  -0.53
O2 -1.5632 0.0037 0.0493  -0.31
C34 -2.8757 -1.9590 -0.2474  -0.13
C35 -4.1659 -2.4420 -0.4602  0.00
C36 -4.4232 -3.8002 -0.4903  -0.04
C37 -3.3737 -4.6951 -0.3386  -0.04
C38 -2.0871 -4.2235 -0.1433  -0.08
C39 -1.8166 -2.8581 -0.0598  -0.26
P3 -0.0300 -2.4303 0.0918  1.09
C40 0.6747 -3.5340 1.3425  -0.35
C41 -0.0760 -4.2568 2.2609  -0.08
C42 0.5634 -5.0660 3.1875  -0.06
C43 1.9460 -5.1357 3.2297  -0.06
C44 2.7022 -4.3915 2.3347  -0.07
C45 2.0677 -3.5971 1.3965  -0.12
C46 0.4966 -3.1266 -1.5180  -0.34
C47 1.2418 -4.2878 -1.6755  -0.08
C48 1.4710 -4.8011 -2.9459  -0.07
C49 0.9553 -4.1667 -4.0631  -0.07
C50 0.2101 -3.0048 -3.9122  -0.07
C51 -0.0138 -2.4905 -2.6493  -0.10
H30 -4.9571 -1.7206 -0.6070  0.13
H31 -5.4294 -4.1595 -0.6517  0.11
H32 -3.5517 -5.7610 -0.3831  0.11
H33 -1.2754 -4.9362 -0.0590  0.11
H34 -1.1546 -4.1836 2.2800  0.09
H35 -0.0292 -5.6293 3.8945  0.11
H36 2.4334 -5.7594 3.9654  0.11
H37 3.7829 -4.4256 2.3668  0.11
H38 2.6675 -3.0263 0.6954  0.09
H39 1.6254 -4.8208 -0.8157  0.10
H40 2.0462 -5.7107 -3.0548  0.11
H41 1.1247 -4.5789 -5.0479  0.11
H42 -0.2034 -2.5070 -4.7787  0.11
H43 -0.6280 -1.5991 -2.5435  0.09
C52 -2.2546 1.4727 2.9092  -0.21
Ge1 -0.5269 0.4991 2.9051  0.89
C53 0.5576 1.5221 4.1850  -0.35
C54 0.0547 1.7810 5.4611  -0.11
C55 0.7541 2.5585 6.3678  -0.08
C56 1.9816 3.1047 6.0125  -0.08
C57 2.4979 2.8666 4.7496  -0.08
C58 1.7877 2.0808 3.8521  -0.15
C59 -1.1262 -1.2107 3.7312  -0.24
C60 -2.3372 -1.6670 3.2638  -0.13
C61 -2.9666 -2.8222 3.7753  -0.08
C62 -2.3816 -3.5171 4.7910  -0.04
C63 -1.1283 -3.1050 5.3072  -0.19
C64 -0.5080 -3.8304 6.3548  -0.04
C65 0.7179 -3.4692 6.8295  -0.08
C66 1.3743 -2.3477 6.2806  -0.08
C67 0.7903 -1.6213 5.2822  -0.04
C68 -0.4811 -1.9729 4.7563  -0.17
H44 -2.8268 1.1457 3.7777  0.03
H45 -2.8536 1.2977 2.0144  0.01
H46 -2.0800 2.5412 3.0012  0.00
H47 -0.9002 1.3620 5.7592  0.11
H48 0.3454 2.7403 7.3526  0.10
H49 2.5305 3.7133 6.7181  0.10
H50 3.4467 3.2928 4.4603  0.09
H51 2.2125 1.9145 2.8620  0.07
H52 -2.8672 -1.1055 2.5020  0.09
H53 -3.9244 -3.1309 3.3761  0.11
H54 -2.8619 -4.3882 5.2194  0.12
H55 -1.0291 -4.6833 6.7715  0.11
H56 1.1814 -4.0268 7.6320  0.10
H57 2.3346 -2.0454 6.6797  0.10
H58 1.2828 -0.7343 4.9067  0.08



Record 3
Formula: C16H13N5O2S
Source: the OMol25 dataset
Level of theory: ωB97M-V/def2-TZVPD

Computed properties:
Structure (SMILES): O=C1CN(C(=O)CSc2nnc3ccccn23)c2ccccc2N1
Lowest unoccupied orbital energy (eV): 0.52
Total charge: 0

Each line ends with the Löwdin charge.
CARTESIAN COORDINATES (ANGSTROEM)
O1 -3.4245 -3.5370 -0.0896  0.09
C1 -3.2845 -2.3467 -0.2270  -0.44
C2 -2.1717 -1.7040 -1.0448  -0.01
N1 -1.7876 -0.4137 -0.5056  0.02
C3 -0.5038 -0.2524 -0.0722  -0.48
O2 0.3466 -1.0885 -0.2840  0.05
C4 -0.2124 1.0088 0.7229  -0.37
S1 1.2855 0.7270 1.7136  0.99
C5 2.4016 0.8082 0.3814  -0.63
N2 2.2529 1.5307 -0.7023  0.03
N3 3.3007 1.3351 -1.4968  0.06
C6 4.1132 0.4881 -0.9018  -0.28
C7 5.3527 -0.0553 -1.2872  0.00
C8 5.9665 -0.9315 -0.4451  -0.07
C9 5.3710 -1.2930 0.7913  -0.06
C10 4.1788 -0.7650 1.1636  -0.04
N4 3.5714 0.1132 0.3286  0.02
C11 -2.8568 0.4796 -0.3177  -0.16
C12 -2.7828 1.8400 -0.5831  -0.02
C13 -3.8819 2.6522 -0.3613  -0.08
C14 -5.0656 2.1132 0.1140  -0.08
C15 -5.1654 0.7526 0.3422  -0.02
C16 -4.0710 -0.0710 0.1167  -0.17
N5 -4.1469 -1.4446 0.3198  0.16
H1 -1.2938 -2.3538 -1.0412  0.14
H2 -2.5249 -1.5947 -2.0785  0.15
H3 -1.0219 1.2693 1.4021  0.09
H4 0.0291 1.8415 0.0631  0.07
H5 5.7696 0.2393 -2.2352  0.11
H6 6.9170 -1.3675 -0.7102  0.10
H7 5.8698 -1.9955 1.4383  0.10
H8 3.6640 -0.9965 2.0832  0.12
H9 -1.8721 2.2591 -0.9779  0.12
H10 -3.8116 3.7086 -0.5665  0.11
H11 -5.9177 2.7496 0.2944  0.10
H12 -6.0897 0.3204 0.6956  0.11
H13 -4.9607 -1.8152 0.7939  0.16



In the order shown, the computed E values come out to -100923.5099, -184537.9592, -39184.1605 eV.